109
Properties=species:S:1:pos:R:3:forces:R:3 method="wB97M-V/def2-TZVPD" orbital_gap_ev=5.3 charge=-1 lumo_ev=1.38 homo_energy_ev=-3.9 spin_multiplicity=1
In -0.821 0.134 -0.173 0.2172 0.3247 0.0554
I 3.246 -0.695 1.151 -0.0400 -0.2528 0.0855
C 3.389 -2.570 2.131 -0.0641 0.2426 -0.1113
C 4.030 -2.513 3.339 -0.1104 0.1368 -0.1457
C 4.403 -3.682 4.021 0.0657 -0.1426 0.0835
C 4.217 -4.892 3.426 0.0623 0.0463 0.0980
C 3.555 -4.989 2.181 -0.0863 0.2423 -0.1265
C 3.437 -6.251 1.559 -0.0335 -0.0783 -0.0197
C 2.787 -6.385 0.369 0.0548 -0.1564 0.0168
C 2.132 -5.276 -0.183 0.1346 0.2125 0.1026
C 2.188 -4.027 0.388 0.0668 0.0007 -0.0762
P 0.987 -2.733 -0.227 0.3133 -0.4737 0.1081
C 1.450 -2.771 -1.995 -0.0518 0.0348 0.0039
C 0.495 -2.669 -3.007 0.1080 -0.0049 0.0485
C 0.887 -2.574 -4.335 -0.0501 0.0482 -0.0317
C 2.233 -2.546 -4.668 0.0052 0.0278 -0.0694
C 3.192 -2.627 -3.667 0.0154 0.0247 0.0130
C 2.803 -2.740 -2.342 -0.0412 -0.0314 -0.0453
C -0.547 -3.752 -0.156 0.0108 0.2088 -0.0672
C -0.977 -4.687 -1.094 -0.0608 0.0125 0.0731
C -2.190 -5.339 -0.931 0.0142 -0.0497 -0.1131
C -2.992 -5.062 0.165 -0.0246 0.0085 0.0774
C -2.568 -4.142 1.112 -0.0308 -0.0645 -0.0200
C -1.359 -3.485 0.945 0.0634 -0.0307 0.0517
C 3.018 -3.822 1.541 0.0239 -0.2307 0.0553
H 4.286 -1.549 3.757 0.0062 -0.0067 0.0012
H 4.882 -3.601 4.988 0.0352 -0.0272 -0.0068
H 4.575 -5.802 3.891 -0.0149 -0.0080 0.0105
H 3.884 -7.109 2.048 0.0114 -0.0011 0.0037
H 2.735 -7.345 -0.129 -0.0274 -0.0153 0.0281
H 1.546 -5.414 -1.081 -0.0261 -0.0150 0.0082
H -0.554 -2.647 -2.753 -0.0376 0.0222 -0.0347
H 0.133 -2.507 -5.110 -0.0059 0.0282 0.0058
H 2.535 -2.450 -5.704 -0.0024 -0.0349 -0.0071
H 4.244 -2.598 -3.920 0.0058 0.0068 0.0141
H 3.556 -2.806 -1.566 0.0247 0.0071 -0.0018
H -0.379 -4.900 -1.971 0.0048 -0.0027 -0.0113
H -2.515 -6.058 -1.674 -0.0122 0.0113 -0.0014
H -3.952 -5.549 0.278 0.0126 -0.0252 -0.0019
H -3.196 -3.924 1.965 -0.0284 0.0587 0.0529
H -1.035 -2.744 1.669 -0.0493 0.0473 -0.0476
S 3.213 1.183 -3.342 -0.0876 0.0390 0.1468
C 1.719 0.665 -2.600 0.3629 0.1037 -0.1543
N 1.437 1.211 -1.476 -0.4495 -0.1951 0.0369
C 2.393 2.128 -1.097 0.4161 0.1024 -0.2143
C 2.362 2.906 0.060 -0.1022 -0.0496 0.0427
C 3.396 3.792 0.288 -0.0603 -0.0204 0.0840
C 4.457 3.913 -0.614 0.0807 0.0117 -0.0927
C 4.501 3.153 -1.769 0.0458 0.0303 0.0304
C 3.463 2.259 -2.002 -0.1799 -0.1060 -0.0074
H 1.087 -0.059 -3.091 -0.0542 -0.0481 0.0287
H 1.518 2.806 0.731 0.0003 0.0290 0.0179
H 3.385 4.408 1.178 -0.0095 -0.0046 0.0123
H 5.253 4.616 -0.409 0.0016 0.0062 -0.0048
H 5.314 3.251 -2.476 0.0332 0.0253 0.0312
F -1.419 9.958 0.608 0.0166 -0.1256 0.0691
C -1.219 9.131 1.665 0.0239 0.3953 0.0733
F -2.146 9.469 2.586 0.0502 -0.0952 -0.0885
F -0.019 9.490 2.183 -0.0966 -0.0887 -0.0689
C -1.267 7.691 1.288 -0.0209 -0.0766 -0.0130
C -0.213 7.150 0.555 -0.0698 0.0581 0.0882
C -0.233 5.817 0.198 0.0006 -0.0152 -0.0193
C -1.311 4.993 0.555 -0.0361 0.1538 0.0434
C -2.374 5.564 1.270 -0.0048 -0.0634 -0.0493
C -2.353 6.897 1.634 0.0961 0.1493 0.0075
C -1.333 3.619 0.192 -0.0500 -0.1434 -0.0988
C -1.378 2.448 -0.161 0.0040 -0.2460 -0.0409
H 0.616 7.785 0.269 0.0438 -0.0424 0.0116
H 0.584 5.391 -0.368 -0.0005 -0.0152 0.0024
H -3.222 4.943 1.527 0.0067 -0.0261 -0.0048
H -3.178 7.331 2.183 -0.0070 -0.0450 0.0180
O -2.959 -0.405 -1.434 -0.0942 0.1540 -0.0720
C -2.364 -0.211 -2.513 -0.1171 -0.2353 -0.0546
O -1.118 -0.096 -2.640 0.0012 0.2398 0.0610
C -3.197 -0.123 -3.779 0.0652 0.0512 -0.0236
C -4.560 -0.399 -3.741 0.1292 0.0094 0.0370
C -5.320 -0.306 -4.891 -0.1839 -0.0087 -0.2688
C -4.708 0.073 -6.079 0.5128 -0.0310 0.7501
C -3.349 0.361 -6.129 -0.2248 -0.0119 -0.2779
C -2.597 0.258 -4.975 -0.0500 -0.0384 0.0827
N -5.500 0.178 -7.290 -0.3771 0.0387 -0.5690
O -6.690 -0.075 -7.227 0.0607 -0.0129 0.1108
O -4.941 0.514 -8.320 0.0688 -0.0106 0.1058
H -4.999 -0.682 -2.795 -0.0128 0.0093 0.0025
H -6.379 -0.520 -4.889 -0.0042 0.0021 0.0185
H -2.914 0.659 -7.072 0.0447 0.0094 0.0137
H -1.539 0.476 -4.977 0.0104 -0.0003 0.0158
C -3.826 -2.101 4.984 -0.0954 -0.1479 0.1923
O -3.349 -1.228 3.965 -0.0560 0.0797 -0.2580
C -4.102 -1.073 2.880 -0.0321 -0.0706 0.1819
S -5.506 -1.847 2.573 0.0840 -0.0239 -0.1366
S -3.424 0.064 1.709 -0.3615 0.0527 0.2802
H -3.041 -2.139 5.734 0.0325 0.0631 -0.0556
H -4.023 -3.097 4.587 0.0328 0.0351 -0.0355
H -4.748 -1.712 5.419 0.0115 0.0116 -0.0552
N 0.157 5.491 8.801 0.0069 -0.0120 -0.0518
C -0.162 4.879 7.881 0.1019 0.2051 0.2834
C -0.577 4.100 6.759 -0.1094 -0.2809 -0.3129
C -0.987 4.717 5.576 0.1135 0.0247 0.1332
C -1.425 3.951 4.514 -0.0409 -0.0746 -0.0846
C -1.473 2.558 4.621 0.0396 0.1306 0.2727
C -1.029 1.944 5.799 -0.0180 0.0268 -0.0463
C -0.586 2.706 6.859 0.0480 0.1514 0.0294
C -2.036 1.758 3.592 -0.0455 -0.2026 -0.3175
C -2.567 1.048 2.777 0.0891 0.0849 0.1486
H -0.961 5.796 5.505 -0.0200 0.0074 -0.0444
H -1.747 4.421 3.594 0.0125 0.0144 0.0130
H -1.050 0.865 5.870 -0.0045 -0.0054 -0.0095
H -0.244 2.240 7.773 -0.0303 -0.0329 -0.0046



69
Properties=species:S:1:pos:R:3:forces:R:3 method="wB97M-V/def2-TZVPD" orbital_gap_ev="6.3 / 6.5" lumo_ev="-1.31 / -1.08" homo_energy_ev="-7.6 / -7.6" spin_multiplicity=1
Co -0.395 -0.140 -0.190 -0.6382 0.5440 2.0694
O -0.545 1.706 -0.258 0.7073 -1.0336 -0.9255
C -1.024 2.398 0.727 -0.1215 0.6155 1.0139
C -1.788 3.559 0.428 0.4802 -0.6241 -0.1790
C -2.299 4.325 1.431 -0.0763 0.0105 1.0179
C -2.067 3.996 2.796 -0.3968 0.5310 -0.5537
C -1.308 2.908 3.108 0.1249 -0.2592 -0.1043
C -0.780 2.078 2.101 -0.3674 0.6468 -0.3969
C 0.063 0.988 2.457 -0.0783 0.1273 -0.6164
N 0.429 0.122 1.579 -1.2594 -0.0345 -0.2545
N 1.418 -0.771 1.859 0.2848 -0.6989 -0.9161
C 1.887 -1.159 0.691 0.4745 -0.2451 0.9760
O 1.515 -0.667 -0.436 -0.6119 0.4757 -0.5722
C 2.890 -2.261 0.696 -0.1057 0.1252 -0.2080
C 3.717 -2.443 -0.406 0.0810 -0.1358 -0.0365
C 4.603 -3.514 -0.440 -0.0650 0.0023 0.0986
C 4.648 -4.414 0.620 -0.0123 0.0900 -0.0670
C 3.808 -4.241 1.716 0.0305 0.0351 -0.0506
C 2.936 -3.162 1.757 0.0341 -0.0259 0.1070
H -1.955 3.788 -0.616 -0.0199 -0.0099 0.0258
H -2.904 5.191 1.186 0.0381 -0.0233 0.0452
H -2.495 4.606 3.582 0.0275 0.0206 -0.0617
H -1.111 2.657 4.146 -0.0128 0.0056 -0.0470
H 0.463 0.924 3.464 0.1793 -0.1045 -0.0669
H 3.653 -1.745 -1.233 0.0055 -0.0528 0.0446
H 5.251 -3.652 -1.299 -0.0284 0.0134 0.0647
H 5.341 -5.248 0.595 -0.0681 0.0380 -0.0154
H 3.833 -4.949 2.537 0.0171 0.0699 -0.0455
H 2.282 -3.005 2.608 0.0500 -0.0240 -0.0886
S -4.433 0.395 -1.924 0.1408 0.0670 -0.1814
P -4.411 -0.130 -0.051 -0.1128 -0.2655 -0.4217
S -2.602 -0.123 0.908 0.6376 0.0881 0.1830
C -5.461 0.950 0.967 -0.0462 0.1048 0.3157
C -5.509 2.305 0.639 -0.1173 0.0265 0.0743
C -6.249 3.187 1.416 0.0265 -0.0589 -0.0336
C -6.950 2.726 2.527 0.0616 -0.0549 -0.0650
C -6.921 1.375 2.849 0.0387 -0.0297 -0.0917
C -6.178 0.489 2.073 0.0054 0.1348 -0.0260
C -5.077 -1.819 0.200 0.1477 -0.2661 0.1620
C -5.694 -2.461 -0.867 -0.1084 -0.1237 0.0670
C -6.140 -3.776 -0.739 0.0224 0.0834 0.0135
C -5.981 -4.455 0.460 0.0221 0.0619 0.0410
C -5.364 -3.822 1.538 0.0532 0.1518 -0.0548
C -4.905 -2.515 1.407 -0.0483 -0.0872 -0.2506
H -4.986 2.649 -0.246 0.0174 0.0153 0.0785
H -6.290 4.238 1.147 0.0259 -0.1082 0.0336
H -7.526 3.417 3.134 0.0336 -0.0482 -0.0610
H -7.487 1.005 3.698 0.0831 0.0324 -0.0797
H -6.175 -0.563 2.327 -0.0190 0.0617 0.0068
H -5.810 -1.924 -1.801 0.0229 -0.0412 0.0124
H -6.607 -4.270 -1.585 0.0257 0.0626 0.0804
H -6.334 -5.476 0.558 0.0437 0.0875 -0.0076
H -5.233 -4.351 2.478 -0.0242 0.0746 -0.1042
H -4.396 -2.034 2.234 -0.0034 -0.0306 -0.0098
N -0.668 -4.098 0.521 0.2382 -0.2896 -0.2838
C -1.119 -2.839 0.587 -0.0850 -0.0275 -0.0671
N -0.705 -2.109 -0.426 0.7791 -0.1269 -0.0419
C 0.090 -2.973 -1.218 -0.2827 0.6195 0.0007
C 0.775 -2.732 -2.408 -0.0131 0.0844 0.0040
C 1.488 -3.777 -2.953 -0.0257 -0.1410 0.0380
C 1.526 -5.043 -2.334 -0.0001 0.1257 -0.0627
C 0.840 -5.290 -1.163 -0.0296 -0.0473 0.0627
C 0.122 -4.221 -0.629 -0.2640 -0.2807 0.4768
H -0.876 -4.821 1.187 -0.0183 -0.0017 -0.0039
H -1.766 -2.472 1.375 0.1647 -0.0418 -0.1209
H 0.760 -1.752 -2.867 0.0089 -0.0663 0.0069
H 2.035 -3.626 -3.877 -0.0312 -0.0131 0.0824
H 2.105 -5.838 -2.788 -0.0363 0.0502 0.0238
H 0.864 -6.264 -0.684 -0.0064 0.1385 -0.0531



125
Properties=species:S:1:pos:R:3:forces:R:3 method="wB97M-V/def2-TZVPD" orbital_gap_ev=5.7 charge=-1 lumo_ev=1.12 homo_energy_ev=-4.6 spin_multiplicity=1
Zn -0.570 -1.649 -1.848 0.9752 0.8847 0.3851
S 1.258 -1.489 -4.600 0.9279 -0.1833 -6.2748
O 0.596 -1.206 -3.288 -0.8956 -0.0051 1.8090
O 1.532 -2.896 -4.823 0.1519 -1.1932 1.8580
O 0.422 -1.077 -5.765 -0.5257 0.6274 2.0745
O 2.507 -0.700 -4.655 0.0916 0.3693 1.3968
C 1.706 1.870 0.122 -0.9968 -0.2336 -0.5801
F 1.789 2.349 -1.106 -0.0025 0.0230 -0.3946
F 2.710 1.050 0.335 0.3366 -0.3340 0.3369
F 1.760 2.894 0.958 -0.0761 0.0694 0.4539
S 0.046 0.967 0.248 -1.4874 -1.0399 0.8262
O -0.101 0.284 1.531 0.9642 0.6448 -0.3548
O -0.969 1.990 0.061 0.4035 0.4852 0.3093
O 0.021 0.011 -0.843 0.8979 0.5246 -0.2185
C 2.021 2.349 5.098 -0.1736 -1.1680 0.1088
C 1.526 1.685 3.811 0.2349 1.1385 -0.0491
O 1.022 0.415 4.090 -0.0352 -0.6633 1.0653
O 2.946 1.449 5.713 -0.0465 0.4506 0.2146
H 1.212 2.572 5.802 -0.1381 0.0190 -0.1097
H 2.539 3.277 4.865 0.0910 -0.0346 -0.0517
H 2.424 1.668 3.188 -0.1597 -0.3041 -0.3788
H 0.770 2.336 3.356 -0.0162 -0.0679 -0.1981
H 0.661 -0.057 3.329 0.2464 0.7305 -0.3799
H 2.452 0.630 5.843 0.1184 -0.0286 -0.1186
C -1.705 1.336 -4.135 -0.3517 0.4442 1.2226
C -2.474 0.740 -2.940 -0.0164 0.4534 -0.3068
O -2.090 -0.640 -2.795 -0.9064 -0.7306 -0.3112
O -2.258 0.776 -5.302 0.3043 -0.4479 -0.3221
H -0.655 1.097 -3.964 0.0728 -0.4913 -0.6608
H -1.728 2.427 -4.158 -0.3170 0.0648 0.2252
H -3.549 0.768 -3.145 -0.0008 -0.0177 -0.1051
H -2.337 1.208 -1.966 0.4953 0.0996 -0.1317
H -2.247 -1.095 -3.640 0.2475 0.4596 -0.1459
H -2.881 1.391 -5.695 0.0569 0.1009 0.0585
C -2.047 4.774 -1.507 -0.9478 0.0474 0.4815
C -2.491 5.607 -2.687 0.9385 0.0056 -0.1215
O -1.519 6.629 -2.962 -0.3083 -0.2869 0.1918
O -0.980 3.906 -1.812 -0.2512 -0.0046 0.3175
H -2.937 4.239 -1.140 0.1450 -0.2743 -0.1139
H -1.785 5.452 -0.683 0.1097 0.1207 -0.0788
H -3.453 6.065 -2.458 0.0943 0.1891 -0.0629
H -2.590 4.978 -3.580 -0.1546 -0.0795 0.1034
H -0.682 6.235 -2.685 0.0844 0.1924 -0.2322
H -0.936 3.286 -1.045 0.2663 0.2490 -0.7607
C -4.364 -0.969 -0.351 -0.0616 1.0778 1.5462
C -3.032 -1.093 0.364 0.3710 0.2136 -0.9614
O -2.079 -1.982 -0.273 -0.6077 -0.2859 -0.0975
O -5.268 -2.013 0.021 0.3701 -0.1199 -1.1231
H -4.281 -0.729 -1.410 0.0609 -0.6645 -0.1705
H -4.771 -0.045 0.081 -0.2191 -0.1114 -0.0033
H -3.181 -1.413 1.394 0.0369 0.0192 -0.0075
H -2.556 -0.112 0.343 0.0597 -0.0492 0.1616
H -2.564 -2.744 -0.619 -0.0614 -0.0741 0.4472
H -5.256 -2.638 -0.714 -0.2828 -0.1193 0.2291
C 4.739 0.375 -2.786 1.6700 1.0053 -0.4230
C 5.921 0.763 -1.862 -1.1965 -1.6769 -0.8775
O 7.086 1.103 -2.585 -0.1111 0.5205 0.0778
O 5.100 -0.655 -3.669 -0.4802 -0.3817 0.5585
H 4.527 1.256 -3.405 -0.5614 0.1574 0.2506
H 3.924 0.127 -2.104 -0.3849 -0.0434 -0.1709
H 6.092 -0.174 -1.320 0.1988 0.2755 0.5201
H 5.511 1.550 -1.223 0.5092 0.2012 0.2590
H 7.835 0.707 -2.138 0.0516 0.0052 -0.0367
H 4.248 -0.890 -4.103 0.0970 -0.0495 -0.1817
C 2.057 3.395 -4.931 0.8205 -0.0739 0.4120
C 2.961 4.391 -5.653 -0.0682 -0.5767 0.1657
O 4.168 4.756 -4.991 -0.1577 0.1587 0.4070
O 2.513 2.088 -5.189 0.0706 0.3137 -0.1562
H 1.035 3.584 -5.278 -0.1485 -0.2406 0.0500
H 2.131 3.577 -3.852 -0.3471 0.3365 0.0567
H 2.365 5.294 -5.788 0.2763 0.2035 -0.2506
H 3.247 3.922 -6.597 -0.3373 0.2052 -0.2816
H 4.446 4.043 -4.406 -0.0641 -0.1605 -0.1919
H 2.211 1.447 -4.527 0.0396 -0.2788 -0.3694
C 2.443 -2.381 0.279 -0.3338 -0.1408 -0.3067
C 1.837 -3.143 -0.906 0.4463 0.4212 0.3873
C 2.383 -4.564 -0.922 -0.1901 0.2490 -0.1635
O 1.562 -5.391 -1.722 0.0584 -0.2364 0.0952
C 1.896 -6.748 -1.544 0.6746 -0.2961 -0.6061
N 0.369 -3.141 -0.690 -0.1525 -1.0960 -0.9009
H 2.053 -1.365 0.295 0.1406 0.0434 -0.0771
H 3.530 -2.357 0.208 0.0127 0.0143 0.0667
H 2.115 -2.840 1.214 0.2315 -0.0373 0.0794
H 2.056 -2.584 -1.817 -0.0762 -0.3624 -0.2197
H 2.383 -4.949 0.109 -0.0473 -0.0330 0.0997
H 3.422 -4.559 -1.262 0.0190 -0.0114 -0.1600
H 2.128 -6.930 -0.492 -0.3787 -0.3688 0.1081
H 2.783 -7.064 -2.113 0.2857 0.5377 0.0651
H 1.146 -7.410 -1.975 -0.5468 0.3035 0.4774
H 0.244 -3.595 0.216 -0.5113 0.8272 0.2633
H -0.053 -3.856 -1.297 0.6538 -0.2364 -0.0998
C -3.405 3.336 4.820 0.0531 -0.7323 0.3199
C -2.331 2.747 3.913 0.1091 1.2638 -1.2042
C -2.590 1.293 3.569 0.3400 -0.7494 -0.3606
O -2.924 0.435 4.636 -0.0769 0.6317 0.8640
C -1.878 0.107 5.532 -0.3284 -0.5673 0.2191
N -2.358 3.488 2.623 -0.0518 0.5423 -0.1860
H -3.535 4.417 4.828 0.4272 0.0617 -0.3850
H -3.190 3.039 5.850 -0.3189 -0.1298 -0.0016
H -4.343 2.892 4.480 -0.1527 0.1093 0.3140
H -1.314 2.966 4.262 -0.1549 -0.8121 0.8260
H -1.736 0.917 2.987 0.0510 -0.0514 0.2750
H -3.450 1.159 2.903 -0.0323 0.7032 -0.0176
H -2.292 -0.118 6.520 -0.4301 -0.3404 -0.2788
H -1.147 0.875 5.795 0.1150 0.1897 -0.8823
H -1.441 -0.795 5.096 0.7204 0.1251 0.4719
H -1.804 4.323 2.791 -0.3171 0.1933 -0.1858
H -1.865 3.044 1.851 -0.0745 -0.5003 0.2499
C 0.422 -4.949 3.817 -0.1626 1.2555 0.8523
C -0.430 -3.898 3.070 -0.1071 -1.1901 -0.4025
C -1.932 -3.800 3.414 0.6567 -2.2388 0.9271
O -2.707 -4.030 2.243 -0.2681 0.5261 0.2594
C -4.091 -3.857 2.500 -0.3666 1.6272 -0.5411
N 0.279 -2.645 3.023 0.1326 0.6828 -0.0868
H 0.131 -5.969 3.584 -0.0375 -0.0017 0.0111
H 0.409 -4.785 4.900 -0.0666 -0.1951 0.0340
H 1.438 -4.726 3.492 0.0952 -0.4294 -0.0362
H -0.365 -4.417 2.103 -0.5061 0.8478 -0.5287
H -2.118 -2.962 4.096 -0.4082 0.7655 -0.9629
H -2.222 -4.642 4.064 0.3565 -0.1355 0.1755
H -4.738 -4.358 1.780 0.4469 -0.6007 0.0185
H -4.315 -2.802 2.295 -0.1895 -0.0691 0.3956
H -4.417 -4.051 3.522 0.2971 -0.4391 0.0760
H -0.256 -1.906 2.575 -0.0304 -0.1832 -0.2864
H 0.520 -2.275 3.938 0.0041 -0.3298 0.1336



In a.u., the E_tot values for the records above are, in order, -5019.34074, -4163.17654, -5688.74715.
In kJ/mol, the energy relative to the best compared isomer or geometry (same formula, charge and spin) values for the records above are, in order, 127.2, 193.3, 0.0.